# 1
Computed, not measured: a single C5H8N2 molecule in a non-equilibrium geometry, with ωB97M-V/def2-TZVPD.

Geometry as XYZ:
```
15
Properties=species:S:1:pos:R:3:forces:R:3:nbo_charge:R:1
C 0.11277 0.75392 -1.33887 -0.41 0.45 0.02 -0.507
C -0.34026 0.62229 -0.08744 -0.17 0.56 -0.43 0.208
C 0.07073 1.54669 1.03052 0.02 0.02 0.01 -0.657
N -1.20495 -0.46938 0.30456 0.30 -0.15 -0.22 -0.649
C -0.12003 -1.41488 0.62682 0.00 -0.82 0.39 -0.019
C 0.71720 -1.80205 -0.45511 0.08 -0.23 -0.02 0.037
N 0.11610 -2.83435 -0.08358 -0.76 0.97 0.14 -0.283
H 0.91691 1.44106 -1.58095 -0.31 0.22 0.00 0.210
H -0.33683 0.20335 -2.16267 0.22 -0.09 0.15 0.199
H -0.60482 2.40906 0.99678 0.11 -0.07 0.12 0.233
H -0.02793 1.10038 2.02455 0.01 -0.06 -0.25 0.223
H 1.09331 1.91584 0.90511 -0.16 -0.05 -0.04 0.220
H -1.72395 -0.80047 -0.51013 0.14 -0.02 0.18 0.368
H 0.19024 -1.34781 1.66188 0.19 -0.18 -0.15 0.197
H 1.14151 -1.32365 -1.33147 0.73 -0.53 0.11 0.220
```
Forces are in eV/Å.

Computed properties:
2S+1 = 1
Frontier orbital gap = 10.28 eV
SMILES = C=C(C)N[C@@H]1C=N1
HOMO energy = -9.28 eV
Energy above the lowest of the compared OMol25 structures with the same formula, charge and spin = 373.4 kJ/mol
Maximum force = 1.2 eV/A

# 2
Computed, not measured: a gas-phase ion, C4H8NO2 (charge -1) in a non-equilibrium geometry, with ωB97M-V/def2-TZVPD.

Geometry as XYZ:
```
15
Properties=species:S:1:pos:R:3:forces:R:3:nbo_charge:R:1
C 0.35715 -0.12237 -2.08274 0.72 0.29 -0.51 -0.712
C 0.55549 -1.12923 -0.97683 -0.01 -0.80 0.07 0.665
O 1.17281 -2.17177 -1.20781 -0.12 0.02 -0.07 -0.681
N -0.03642 -0.90443 0.20819 -0.35 0.74 -0.39 -0.601
C -0.64781 0.34481 0.66998 -0.04 0.08 0.54 -0.267
C -0.06539 0.83601 2.06157 -1.83 1.31 -0.73 -0.022
O -0.82349 1.82390 2.59009 -0.13 -0.37 0.04 -0.963
H 0.60333 0.89444 -1.80575 -0.38 0.26 0.33 0.224
H -0.65215 -0.18059 -2.50130 0.07 0.11 0.26 0.222
H 1.07318 -0.34144 -2.87480 -0.13 -0.37 -0.02 0.220
H -0.19912 -1.71190 0.79134 0.51 0.05 0.04 0.392
H -0.44786 1.18461 0.01531 0.11 -0.19 -0.43 0.185
H -1.73495 0.23943 0.68537 -0.09 -0.04 0.41 0.168
H -0.03419 -0.07427 2.70678 0.81 -0.03 -0.04 0.076
H 0.87943 1.31280 1.72060 0.86 -1.04 0.50 0.092
```
Forces are in eV/Å.

Computed properties:
2S+1 = 1
Net charge = -1
Frontier orbital gap = 6.23 eV
SMILES = CC(=O)NCC[O-]
HOMO energy = -2.49 eV
Energy above the lowest of the compared OMol25 structures with the same formula, charge and spin = 201.3 kJ/mol
Maximum force = 2.4 eV/A